Here is a cluster of 7 separate species, C42H74Cl3F9N2O27P6S in total in a non-equilibrium geometry from OMol25. Energies are from wB97M-V/def2-TZVPD.

E_LUMO	0.170	eV
SMILES	C[C@@H](Cl)[C@H](Cl)c1cc(N)c(CC=O)c2c1N(COO)c1c(CCC(F)(F)C(F)(F)C(F)(F)C(F)(F)F)ccc(Cl)c1S2.COP(=O)(OC)OC.COP(=O)(OC)OC.COP(=O)(OC)OC.COP(=O)(OC)OC.COP(=O)(OC)OC.COP(=O)(OC)OC
DFT total energy	-231610.977	eV
frontier orbital gap	0.2986	Ha
max |F|	4.82	eV/Å

Atoms and positions in Å:
H1 4.4018 -1.9982 8.3148
H2 -0.5944 1.3304 1.6540
H3 0.1123 1.3408 5.8949
C1 1.8103 3.4775 -2.2884
F1 2.7040 3.8177 -3.3384
N1 -6.9706 5.7367 -3.8173
C2 -0.1361 6.8998 -3.8266
C3 -4.2712 2.1978 -0.5626
C4 1.3348 -14.5691 4.3829
P1 0.3466 -12.8061 2.7400
H4 1.6215 -5.6242 1.3994
O1 -0.2665 5.2453 -6.2851
O2 -2.2110 7.3296 5.1254
H5 0.7884 1.4413 4.2566
H6 -0.1413 -8.9877 2.9429
O3 -0.8812 -13.7726 2.4023
F2 3.3856 3.2110 -0.3134
C5 1.1216 4.7689 -1.5774
H7 3.6918 -1.7696 -10.3382
C6 2.8251 -4.4538 9.9691
H8 -4.9861 7.6971 -6.7740
O4 -1.2107 0.9795 4.3669
H9 3.1444 0.2529 -6.2045
C7 -3.1707 2.2233 -1.7674
H10 -2.9377 9.0340 4.1620
H11 6.0628 -0.6757 -5.6743
C8 2.7429 -12.6666 1.7833
P2 4.6233 -2.2939 -7.9476
C9 0.1026 0.8871 4.9030
O5 -0.5129 -0.5759 2.5006
H12 1.5898 -3.9207 1.9026
Cl1 -0.6745 10.8662 -5.7782
O6 1.5821 -1.2299 8.1939
H13 2.0034 -0.8608 -6.9918
H14 -5.3107 4.0692 -2.2416
H15 2.4770 -5.1406 9.1948
C10 -0.0590 9.5059 -4.7384
C11 -5.4099 7.6997 -5.6972
C12 -0.6643 8.0883 -4.7244
O7 -2.4951 -6.0150 1.3374
C13 -0.7971 -6.2434 -1.2331
H16 1.0261 -14.9430 5.3600
C14 -2.2422 5.6153 -3.8526
H17 0.4396 -0.1482 4.9845
C15 -4.9544 6.4784 4.9650
C16 4.4548 1.3632 -2.6543
H18 -1.8260 -14.5138 0.7386
H19 2.5448 8.8785 -2.2210
O8 3.9233 -0.8649 -7.7304
C17 4.7399 -2.0281 -10.5038
H20 -5.0950 1.4300 -0.7340
P3 -2.6026 6.4382 3.8475
H21 -0.9050 -13.0263 0.4498
C18 1.1396 9.7673 -3.7931
H22 -6.5061 7.3897 -5.7674
H23 -4.7393 3.2187 -0.3676
Cl2 -3.8256 1.5345 -3.3482
H24 -2.2740 -2.6918 2.8052
H25 3.2340 -1.4850 -5.8591
O9 -0.2557 -4.7063 1.4698
H26 -7.2277 5.6784 -4.8263
H27 0.6111 -2.8761 6.0375
F3 5.2323 2.4993 -2.3791
H28 4.2933 -1.8568 6.5387
C19 1.1436 -4.6567 1.2321
H29 1.9149 6.7241 -0.9109
H30 7.5178 -1.5212 -6.2387
O10 0.6216 -3.6341 7.9854
H31 -0.6511 -0.0472 0.5189
C20 -0.9970 4.5300 4.4803
C21 3.0281 -0.7428 -6.6345
H32 -1.5851 -6.8736 -1.6497
O11 3.0117 -3.2358 7.3675
H33 -3.4048 -2.7640 4.1796
H34 -2.4476 -12.9595 1.3381
H35 -3.6764 1.9363 0.3946
H36 -0.9166 3.7593 -4.9727
H37 -1.2611 9.1189 4.7684
H38 -0.3214 -4.3591 6.3131
H39 -4.4264 5.9339 5.7507
H40 -0.8953 3.9058 5.3696
H41 2.5107 -4.8304 10.9434
H42 -5.8964 5.9703 4.7543
C22 4.2543 -2.5486 7.3823
H43 -5.1721 7.4921 5.3106
H44 -0.7270 3.9442 3.5997
H45 -0.9349 -2.8046 6.9201
F4 1.3996 2.1037 -0.3354
H46 3.5475 -13.3963 1.6816
C23 2.4809 2.5243 -1.1940
H47 1.6685 10.7882 -3.7569
O12 -1.8307 -1.4584 4.4333
F5 4.0669 1.3304 -4.0266
C24 -3.1049 6.5911 -4.7344
C25 -0.9464 -8.3014 2.6804
C26 -4.6426 6.6566 -4.7447
C27 3.1518 1.1818 -1.7404
H48 0.8254 4.2947 -4.7794
C28 -5.3801 9.2053 -5.1274
C29 -3.0939 4.6718 -2.9230
C30 -1.5458 -13.5487 1.1634
H49 1.3162 -4.3413 0.2000
H50 3.9167 -4.4064 9.9469
O13 -3.0133 0.0949 2.7200
O14 -0.3980 -6.9957 2.5108
N2 -0.7579 5.5705 -3.8755
F6 0.7660 2.6850 -2.9102
O15 -6.0854 9.5304 -4.1397
H51 5.0547 -3.2830 7.2797
O16 5.7316 -2.3632 -6.7971
O17 -0.3875 -6.7724 0.0197
F7 5.2830 0.2346 -2.4573
O18 1.5043 -13.3619 1.7757
C31 -0.0363 -3.3985 6.7454
O19 -1.8846 6.7937 2.6034
H52 -1.3702 3.4108 -2.3224
C32 -5.4771 5.7225 -3.8330
H53 2.8898 -12.1110 2.7129
H54 0.8915 6.2692 -7.3394
H55 0.0610 -6.2514 -1.9069
O20 3.6901 -3.4395 -7.9862
H56 2.4259 -14.5147 4.3566
C33 -2.3562 -2.6662 3.8937
H57 0.8697 0.3800 1.3357
H58 2.7748 -11.9785 0.9365
H59 -1.1596 -5.2166 -1.1402
C34 1.8015 6.1593 -1.9176
H60 5.1859 -1.2749 -11.1552
H61 -7.2357 4.7944 -3.4573
C35 1.6539 8.6191 -2.9066
H62 -4.6421 9.9275 -5.6544
H63 0.9886 -15.2619 3.6131
H64 1.3184 4.5781 -0.4502
C36 6.5104 -1.2086 -6.5171
O21 0.0648 -11.3616 2.5971
H65 -1.6788 -8.2834 3.4895
H66 4.7991 -3.0028 -10.9911
S1 -2.1508 7.7850 -5.8183
H67 -2.3644 1.4688 -1.4226
C37 -4.6647 4.7475 -2.9078
H68 -0.0248 4.7396 -1.6568
Cl3 -2.2685 4.5112 -0.2864
P4 1.8542 -2.6767 8.3313
P5 -1.0194 -6.1062 1.3377
O22 2.3042 -3.1442 9.7924
P6 -1.7596 -0.2055 3.4439
H69 -1.4254 -8.6598 1.7670
C38 -2.4150 3.6301 -1.9236
O23 1.0171 5.5664 -6.6494
C39 -0.2306 4.6916 -4.9499
H70 -0.3179 5.3807 4.5714
H71 6.5724 -0.5385 -7.3770
C40 -0.2139 0.3266 1.4472
F8 2.2759 0.3054 -2.4210
C41 1.0513 7.1566 -2.8873
C42 -2.2647 8.7403 4.9713
O24 -4.1948 6.5541 3.7672
O25 -2.3524 4.9480 4.3709
O26 0.8046 -13.2637 4.2015
O27 5.4718 -2.0655 -9.2839
H72 -2.6289 9.1745 5.9036
F9 3.5889 0.4554 -0.5724
H73 2.8927 6.0803 -2.2985
H74 -1.7942 -3.5064 4.3049

Here is a structure of composition C26H67Cl4N5O8 in a non-equilibrium geometry from OMol25. Energies are from wB97M-V/def2-TZVPD.

E_LUMO	0.301	eV
DFT total energy	-101961.905	eV
frontier orbital gap	0.3354	Ha
ΔE to the lowest compared entry with this formula, charge and spin	254.2	kJ/mol
max |F|	5.21	eV/Å

Atoms and positions in Å:
C1 -1.5271 -6.1291 2.0794
C2 -2.9927 -2.4236 -3.7620
H1 6.3884 -3.8745 -0.9846
H2 0.8655 -1.7489 0.6762
H3 -1.1206 -6.5778 -0.2543
H4 -5.6983 7.6812 -3.1848
H5 0.9399 4.0180 2.9173
C3 2.5014 -4.1162 0.4804
C4 6.1500 -4.6243 -0.2144
N1 1.9177 -4.9122 -0.6101
H6 1.2601 -4.3613 3.1882
H7 2.9123 -5.8742 1.6163
C5 1.4039 3.8137 3.8924
H8 3.0158 -1.4219 -2.4724
O1 -2.1963 -0.0972 -1.1007
H9 0.9632 1.0068 2.6442
H10 2.0018 -3.1507 0.5979
H11 4.9213 2.8569 -1.1471
Cl1 1.1949 6.5268 -1.0021
N2 -5.4646 6.7677 -3.5499
H12 2.4148 0.0985 -0.7002
H13 2.3993 2.6359 -1.7934
H14 2.5739 -5.6701 -0.7866
C6 -6.6633 5.8921 -1.5493
C7 2.3716 -4.9350 1.7725
H15 -6.2787 4.0445 -3.5610
H16 -0.0588 -2.1832 -0.7061
H17 -1.3512 -8.2807 -0.1804
H18 -0.9228 -1.6551 0.7980
H19 -2.3963 -3.0754 -4.3884
H20 0.5535 6.0937 1.2630
O2 4.7806 -4.8529 -0.1976
H21 3.8870 4.1792 -0.5345
O3 -0.1022 -0.1498 -0.2264
Cl2 -3.0987 -0.8214 -4.5736
H22 1.0717 -5.3964 -0.3344
H23 -2.2698 1.2416 3.9971
H24 -0.0503 -4.9693 1.1267
C8 0.9786 1.3521 3.6894
C9 -4.9216 2.0943 -2.4507
H25 -4.6846 1.5347 -1.5494
H26 -1.7330 -3.7364 3.0787
H27 -4.6621 4.4343 -3.9449
C10 -0.7639 -7.4685 0.2655
C11 3.9671 -0.9054 -2.3223
H28 4.4797 2.8186 0.4608
C12 -5.4891 5.7558 -2.5032
H29 2.7701 -4.4201 2.6535
H30 -1.3430 1.3260 -3.4921
O4 -0.2840 1.7513 4.1319
N3 -1.1562 -3.6671 2.2352
H31 -1.1848 0.2052 3.1120
H32 3.9531 0.5928 -0.0560
C13 2.8268 2.2716 -0.8520
H33 -1.8329 -3.5401 1.4868
H34 4.5179 -1.2704 -1.4464
C14 0.1038 6.5330 0.3764
O5 3.8684 0.4870 -2.0959
H35 -2.4954 -2.2509 -2.8137
C15 -1.3868 1.9932 -2.6331
H36 1.3909 -5.3043 2.0854
C16 2.0547 2.4159 3.9428
C17 -0.0575 -1.5027 0.1542
H37 -1.4072 3.8279 -3.8104
H38 -6.7442 4.9256 -1.0473
H39 -1.7994 -6.2865 3.1308
H40 6.5899 -4.2550 0.7250
H41 -7.6491 6.2401 -1.8653
C18 -1.0806 0.3435 -0.9863
H42 2.0795 4.6550 4.0482
H43 3.9312 -3.1413 -0.8040
Cl3 -4.6454 -3.0120 -3.4741
H44 -4.2695 1.8794 -3.2992
H45 0.5060 3.8648 4.5116
C19 0.5190 -5.1587 3.2215
H46 0.1383 3.3965 -3.0594
N4 3.1529 2.3115 2.9682
H47 -1.2342 4.0861 -2.0949
H48 6.6182 -5.5887 -0.4114
O6 -0.6887 1.5065 -1.4792
H49 -5.9365 1.7717 -2.7220
H50 1.2569 0.4468 4.2566
O7 -4.9429 3.4551 -2.1026
C20 3.2405 0.8021 -0.8654
H51 3.6548 3.1742 2.7948
C21 4.0666 3.1032 -0.5128
H52 1.0988 -6.0563 2.9879
C22 -5.3369 4.3538 -3.0741
Cl4 -1.4518 5.7600 0.0380
H53 0.2698 -7.7749 0.1097
C23 -1.2904 0.7705 4.0426
H54 1.7009 3.5079 0.0801
H55 2.5994 2.2117 2.1051
H56 4.3717 -3.2135 0.9338
H57 -2.4469 -5.9278 1.5209
H58 2.4467 2.1961 4.9387
O8 -0.9940 -7.3701 1.6614
C24 -0.5099 -4.9776 2.1265
H59 -0.0754 7.5700 0.6489
C25 -0.9414 3.4299 -2.9096
H60 0.0472 -5.2816 4.1960
H61 -6.4541 6.6267 -0.7624
H62 4.6258 -0.9943 -3.1850
H63 -1.2182 0.1120 4.9106
H64 -4.6036 5.8803 -1.8601
C26 3.9289 -3.7586 0.0927
H65 0.8891 2.1702 -0.2880
H66 -4.5324 6.8435 -3.9406
N5 1.7539 2.4877 0.1420
H67 -2.4460 2.0314 -2.3855